Density functional theory data (wB97M-V/def2-TZVPD) for a structure of composition C8H13BBrLuN3O in a non-equilibrium geometry.

## Properties
Charge: +3
DFT total energy (Eh): -4385.2769

Element x y z (Å)
C 1.7593 1.7708 -0.5851
C 1.7030 0.8774 0.6588
C 1.4871 -0.5693 0.4632
Br 3.2142 -1.1212 -0.9225
C 0.2406 -1.1524 -0.2211
C 0.2860 -1.0104 -1.6726
N 0.4132 -0.8786 -2.8045
C -1.0447 -0.5642 0.4930
C -2.2074 -1.5530 0.2576
C -0.7109 -0.5784 1.9222
N -0.4518 -0.5929 3.0371
B -1.5013 0.9424 -0.0073
N -2.1149 1.1544 -1.2348
O -1.1446 1.9084 0.8946
H 2.7817 1.8605 -0.9628
H 1.0798 1.4696 -1.3833
H 1.4583 2.7779 -0.2945
H 2.6270 1.0133 1.2324
H 0.8792 1.1900 1.3387
H 1.7200 -1.1367 1.3802
H 0.2017 -2.2394 -0.0378
H -1.9024 -2.5823 0.4652
H -2.5773 -1.4966 -0.7655
H -3.0229 -1.3044 0.9381
H -2.3751 0.3874 -1.8371
H -2.7692 1.9179 -1.3555
H -1.6639 2.7202 0.9008
Lu 3.6352 -3.2103 0.1026

Density functional theory data (wB97M-V/def2-TZVPD) for the ion C8H13BBrN3O3PS with charge +1 in a non-equilibrium geometry.

## Properties
Charge: +1
DFT total energy (Eh): -4040.8711

Element x y z (Å)
N 3.4906 1.3518 0.3390
C 2.4754 0.3134 0.1438
C 1.3613 0.8320 -0.8181
C -0.0119 0.8189 -0.2163
C -0.5884 -0.3622 0.2768
C 0.0556 -1.7162 0.1385
O 0.9012 -1.9662 -0.6492
O -0.4303 -2.6392 0.9888
B -1.0683 -3.7475 0.3235
N -1.9775 -3.5864 -0.7849
O -0.8023 -4.9817 0.8060
C -1.8185 -0.3167 0.9121
C -2.4860 0.8772 1.0384
N -1.9537 1.9903 0.5250
Br -3.0183 3.5118 0.7382
C -0.7533 2.0067 -0.1053
P -0.0776 3.5751 -0.8583
S 0.1928 3.4030 -2.7660
H 4.3818 0.9922 0.0240
H 3.6268 1.4935 1.3324
H 2.0312 -0.0303 1.0761
H 2.9020 -0.5640 -0.3209
H 1.6623 1.8380 -1.0571
H 1.3424 0.2634 -1.7411
H -1.5384 -3.8133 -1.6685
H -2.4026 -2.6720 -0.8628
H 0.1377 -5.0623 1.0076
H -2.2539 -1.2080 1.3249
H -3.4328 0.9224 1.5436
H -1.0032 4.5847 -0.5991
H 1.0560 3.8918 -0.0912

Density functional theory data (wB97M-V/def2-TZVPD) for the ion C8H13BN3O3 with charge -1 in a non-equilibrium geometry.

## Properties
Charge: -1
DFT total energy (Eh): -727.3717

Element x y z (Å)
C 0.6706 -2.9756 -0.1664
C 0.8465 -1.9745 0.6882
N 1.5510 -0.8123 1.3278
C 1.0062 0.4985 0.8363
C 1.7367 1.0963 -0.4694
C 1.7383 0.1291 -1.7560
N 2.8039 -0.6642 -1.9810
B -0.6251 0.2929 0.6480
O -1.4957 0.1008 1.8252
N -1.3367 0.3247 -0.6883
C -1.9795 -1.0242 -0.9970
C -2.5418 1.2508 -0.5297
C 1.1463 1.6455 1.9988
O 0.9814 2.8970 1.6647
O 1.4738 1.3663 3.3324
H 0.3954 -3.8032 -0.9284
H 1.3843 -0.9593 2.3399
H 2.8322 1.3914 -0.2158
H 1.1808 2.0638 -0.7789
H 0.8529 0.0390 -2.4985
H 3.5123 -0.5157 -1.2305
H -1.1640 -0.6436 2.3795
H -1.2883 -1.5332 -1.7827
H -2.0503 -1.7106 -0.0721
H -2.9837 -0.8341 -1.5233
H -2.9877 1.5091 -1.5630
H -3.3645 0.6568 0.0370
H -2.2952 2.1886 0.1031

Density functional theory data (wB97M-V/def2-TZVPD) for a cluster of 2 separate species, C8H13BrNO2 in total in a non-equilibrium geometry.

## Properties
Charge: +1
Energy relative to the best compared isomer or geometry (same formula, charge and spin) (kJ/mol): 73.4
DFT total energy (Eh): -3091.5325

Element x y z (Å)
C 2.5769 -1.6444 1.0599
C 2.1912 -2.7266 0.3286
C 2.3894 -0.4743 0.2764
C 1.8745 -0.8835 -0.8963
C -2.0676 -0.5604 -0.9399
C -1.2283 1.7641 1.4616
C -0.5053 0.8232 0.4675
C -1.4605 0.7343 -0.7944
N -1.5828 1.7231 -1.6374
O 1.6994 -2.2048 -0.8543
O -0.2004 -0.3658 1.1013
Br 3.2704 1.2498 0.2446
H 3.1682 -1.6355 1.9059
H 2.0570 -3.7565 0.3469
H -3.1360 -0.5834 -1.2555
H -1.4641 -0.8502 -1.8481
H -1.8574 -1.1556 -0.1631
H -0.3091 1.9542 2.1605
H -2.0481 1.4677 2.1021
H -1.3194 2.7423 0.9783
H 0.4887 1.2423 0.2904
H -1.0349 2.6745 -1.5453
H 1.7345 -0.4046 -1.7994
H -2.2143 1.6169 -2.3953
H -1.0220 -0.7466 1.4050

Density functional theory data (wB97M-V/def2-TZVPD) for the molecule C8H13Cl2NSi in a non-equilibrium geometry.

## Properties
Energy relative to the best compared isomer or geometry (same formula, charge and spin) (kJ/mol): 0.0
DFT total energy (Eh): -1577.3271

Element x y z (Å)
C 0.0608 -3.0725 2.0127
C 0.5558 -1.9256 1.4352
C -0.8697 -3.5011 1.0724
C 0.0052 -1.6847 0.1582
C 0.2098 2.4573 -1.6642
C -1.0624 1.7058 0.3239
C 1.4879 1.6802 0.4286
C 0.1908 1.4865 -0.4811
N -0.9225 -2.6939 0.0221
Si 0.2251 -0.3358 -1.0733
Cl -1.7606 -0.6191 -2.3872
Cl 1.6586 -0.8517 -2.4665
H 0.1161 -3.4831 3.0112
H 1.4705 -1.4414 1.6735
H -1.5392 -4.4150 1.1927
H 0.9469 2.4070 -2.4263
H -0.6295 2.5423 -2.2355
H 0.3393 3.4932 -1.2524
H -1.0424 1.0191 1.2172
H -1.9728 1.3905 -0.1734
H -1.2034 2.7461 0.6427
H 1.6704 0.9958 1.1756
H 2.2705 1.8260 -0.1701
H 1.2743 2.7427 0.7737
H -1.4795 -2.4687 -0.8096

Density functional theory data (wB97M-V/def2-TZVPD) for a cluster of 2 separate species, C8H13ClS in total in a non-equilibrium geometry.

## Properties
Energy relative to the best compared isomer or geometry (same formula, charge and spin) (kJ/mol): 246.2
DFT total energy (Eh): -1170.7888

Element x y z (Å)
C -0.0863 0.3002 1.9782
C -1.0589 -0.5624 2.1518
C 2.9036 1.4368 -1.7107
C 2.2994 0.9579 -3.0423
C 1.6751 0.5357 -1.7553
C -2.5162 -0.0984 2.3394
C -0.8823 -0.0318 -2.1476
C -0.7950 -2.0632 2.0426
S 0.1983 0.4622 -1.0654
Cl -1.5853 -2.4978 0.4460
H -0.1176 1.4332 2.0310
H 3.8730 1.0206 -1.2775
H 2.8764 2.5455 -1.2760
H 1.8432 1.6058 -3.7135
H 2.8868 0.3041 -3.6732
H -3.3644 -0.5136 1.7228
H -2.9440 -0.2981 3.3098
H -2.5578 0.9342 2.2770
H -1.8005 -0.6586 -2.0689
H 0.9674 0.0021 1.7741
H -0.8410 0.0712 -3.2326
H -1.2437 -2.5676 2.9054
H 0.2698 -2.3179 1.9846

Density functional theory data (wB97M-V/def2-TZVPD) for a structure of composition C8H13CoN4O2 in a non-equilibrium geometry.

## Properties
Charge: +1
Spin multiplicity: 4
Energy relative to the best compared isomer or geometry (same formula, charge and spin) (kJ/mol): 552.5
DFT total energy (Eh): -2064.3750

Element x y z (Å)
Co -0.7774 1.1752 -0.3219
O -0.7455 0.8515 1.6766
N -0.0187 -0.1999 1.9318
N 0.5160 -0.5904 0.8180
O 0.3839 -0.1695 -0.3817
C 1.3761 -1.7247 0.9680
C 1.9164 -2.3155 -0.1095
C 2.8141 -3.3484 0.1464
C 2.9944 -3.8453 1.4243
C 2.3248 -3.2899 2.5330
C 1.4781 -2.1886 2.3069
H 1.7070 -1.9484 -1.0772
H 3.3484 -3.9297 -0.6357
H 3.6735 -4.6064 1.5456
H 2.3769 -3.7633 3.5410
H 0.9142 -1.8569 3.1130
N -0.9927 1.5104 -2.3580
C -1.8210 2.7438 -2.6833
C -2.5606 3.1034 -1.3521
N -1.8823 2.6196 -0.1586
H 0.0543 1.5275 -2.5543
H -1.4220 0.6833 -2.9663
H -2.5109 2.4686 -3.4502
H -0.9223 3.5255 -3.1389
H -3.6443 2.6142 -1.5442
H -2.6795 4.1749 -1.3851
H -2.5912 2.7870 0.5683
H -3.3097 3.9920 3.5439

Density functional theory data (wB97M-V/def2-TZVPD) for a cluster of 2 separate species, C8H13FNOS in total in a non-equilibrium geometry.

## Properties
Charge: +1
Energy relative to the best compared isomer or geometry (same formula, charge and spin) (kJ/mol): 0.0
DFT total energy (Eh): -940.2928

Element x y z (Å)
F -2.8269 0.1891 -0.9799
N -4.8636 1.0199 -1.2343
C -5.0409 1.8081 -2.2418
C -6.3388 2.3274 -2.3609
C -7.3099 1.9244 -1.4266
C -6.9914 1.0286 -0.4057
C -5.6581 0.5388 -0.3387
H -4.2742 2.0689 -2.9350
H -6.5819 3.0278 -3.1672
H -8.3258 2.3106 -1.5041
H -7.7234 0.7061 0.3217
H -5.3718 -0.1636 0.4142
C 0.9246 -0.9609 0.6042
S -0.8577 -0.7376 0.6911
C -1.0365 0.7799 1.5884
C -1.6008 -0.4135 -0.9596
O -1.5191 -1.9151 1.2443
H 1.4548 -0.1021 0.1494
H 1.2693 -1.1436 1.6260
H 1.1483 -1.8769 0.0427
H -0.3419 1.5543 1.2503
H -2.0898 1.0828 1.5182
H -0.8485 0.4678 2.6121
H -1.0600 0.4219 -1.4360
H -1.7008 -1.2990 -1.4424

Density functional theory data (wB97M-V/def2-TZVPD) for a structure of composition C8H13N2O in a non-equilibrium geometry.

## Properties
Charge: +1
Energy relative to the best compared isomer or geometry (same formula, charge and spin) (kJ/mol): 471.2
DFT total energy (Eh): -496.9714

Element x y z (Å)
C 0.1943 -2.8673 0.1654
C 1.3244 -2.0154 0.7893
C -0.8462 -2.4137 -0.5199
C 1.2808 -0.5478 0.6706
C -0.2997 -0.1412 -0.3686
C 2.3323 0.6009 0.3492
C -1.7509 1.3793 -1.5075
C -1.0421 1.8533 0.8060
N -1.1045 -1.0585 -0.7303
N -0.6525 1.2231 -0.4566
O 0.9149 -1.0450 1.8341
H 0.2136 -3.9426 0.3677
H 2.2347 -2.5385 1.0919
H -1.6659 -2.9325 -0.8919
H 3.0126 0.4698 -0.5834
H 3.0506 0.7115 1.2551
H 1.7612 1.5134 0.3729
H -1.2122 1.4380 -2.4274
H -2.4008 0.4677 -1.4800
H -2.3397 2.2590 -1.3965
H -1.3636 1.1282 1.4810
H -0.1082 2.1200 1.3825
H -1.6882 2.6076 0.5767
H 0.1550 1.7308 -0.7804

Repeat the second record exactly.
Density functional theory data (wB97M-V/def2-TZVPD) for the ion C8H13BBrN3O3PS with charge +1 in a non-equilibrium geometry.

## Properties
Charge: +1
DFT total energy (Eh): -4040.8711

Element x y z (Å)
N 3.4906 1.3518 0.3390
C 2.4754 0.3134 0.1438
C 1.3613 0.8320 -0.8181
C -0.0119 0.8189 -0.2163
C -0.5884 -0.3622 0.2768
C 0.0556 -1.7162 0.1385
O 0.9012 -1.9662 -0.6492
O -0.4303 -2.6392 0.9888
B -1.0683 -3.7475 0.3235
N -1.9775 -3.5864 -0.7849
O -0.8023 -4.9817 0.8060
C -1.8185 -0.3167 0.9121
C -2.4860 0.8772 1.0384
N -1.9537 1.9903 0.5250
Br -3.0183 3.5118 0.7382
C -0.7533 2.0067 -0.1053
P -0.0776 3.5751 -0.8583
S 0.1928 3.4030 -2.7660
H 4.3818 0.9922 0.0240
H 3.6268 1.4935 1.3324
H 2.0312 -0.0303 1.0761
H 2.9020 -0.5640 -0.3209
H 1.6623 1.8380 -1.0571
H 1.3424 0.2634 -1.7411
H -1.5384 -3.8133 -1.6685
H -2.4026 -2.6720 -0.8628
H 0.1377 -5.0623 1.0076
H -2.2539 -1.2080 1.3249
H -3.4328 0.9224 1.5436
H -1.0032 4.5847 -0.5991
H 1.0560 3.8918 -0.0912